This record from the Open Molecules 2025 dataset describes one molecule with the formula C7H6 in a non-equilibrium geometry. The level of theory is the ωB97M-V functional and the def2-TZVPD basis.

Cartesian coordinates (Å):
C1 0.4826 -1.4083 -0.2971
C2 1.7434 -1.0064 -0.4701
C3 2.3839 0.1284 -0.2804
C4 1.8923 1.2586 0.2318
C5 0.5009 1.2959 -0.1112
C6 -0.5160 0.6019 -0.0712
C7 -1.9386 0.3086 0.0909
H1 0.1045 -2.2144 0.3152
H2 0.0424 -1.3837 -1.2756
H3 2.2701 1.7185 1.1727
H4 -2.0665 -0.7661 0.2938
H5 -2.5578 0.6960 -0.6381
H6 -2.3411 0.7708 1.0394

**E_LUMO**: -0.1 eV
**Kohn-Sham gap**: 8.444 eV
**Highest occupied orbital energy**: -8.582 eV
**SMILES string**: C=C=C=CC#CC

This record from the Open Molecules 2025 dataset describes one molecule with the formula C18H26N2O4. The level of theory is the ωB97M-V functional and the def2-TZVPD basis.

Cartesian coordinates (Å):
C1 -5.9495 -0.0576 -0.5735
O1 -4.6074 -0.4909 -0.4814
C2 -3.6735 0.5519 -0.4822
C3 -2.2906 -0.1065 -0.6658
N1 -1.2329 0.8654 -0.7499
C4 -0.3648 1.0750 0.2619
O2 -0.4001 0.4458 1.2982
C5 0.6584 2.1922 0.0204
C6 1.2950 2.1853 -1.3718
C7 2.6386 1.4923 -1.1776
O3 3.3743 1.1056 -2.0593
N2 2.8735 1.4070 0.1433
C8 4.0110 0.7139 0.6878
C9 3.6178 -0.5471 1.4775
C10 2.5173 -1.3376 0.8180
C11 1.4310 -1.7767 1.5626
C12 0.4009 -2.4816 0.9693
C13 0.4198 -2.7573 -0.3906
C14 -0.6943 -3.5268 -1.0362
C15 1.5123 -2.3278 -1.1326
C16 2.5516 -1.6364 -0.5383
C17 1.8522 2.0028 0.9699
O4 -3.7696 1.3794 0.6380
C18 -3.5674 0.7398 1.8931
H1 -6.1275 0.4457 -1.5307
H2 -6.5623 -0.9536 -0.5078
H3 -6.2020 0.6275 0.2404
H4 -3.8697 1.2408 -1.3260
H5 -2.3238 -0.7103 -1.5755
H6 -2.0755 -0.7538 0.1849
H7 -1.2610 1.5090 -1.5243
H8 0.1378 3.1323 0.2248
H9 1.4756 3.1974 -1.7393
H10 0.7293 1.6461 -2.1292
H11 4.5787 1.3901 1.3377
H12 4.6344 0.4502 -0.1698
H13 4.5115 -1.1690 1.5801
H14 3.2969 -0.2659 2.4827
H15 1.3811 -1.5580 2.6195
H16 -0.4353 -2.8086 1.5706
H17 -0.4849 -4.5962 -0.9851
H18 -0.7965 -3.2564 -2.0849
H19 -1.6399 -3.3458 -0.5299
H20 1.5522 -2.5351 -2.1929
H21 3.3848 -1.3168 -1.1451
H22 2.2056 2.9568 1.3817
H23 1.5740 1.3387 1.7922
H24 -3.9639 1.4256 2.6390
H25 -4.1105 -0.2072 1.9356
H26 -2.5051 0.5656 2.0817

**E_LUMO**: 0.6 eV
**Kohn-Sham gap**: 9.207 eV
**Highest occupied orbital energy**: -8.583 eV
**SMILES string**: COC(CNC(=O)[C@@H]1CC(=O)N(CCc2ccc(C)cc2)C1)OC

This record from the Open Molecules 2025 dataset describes one molecule with the formula C5H4ClF in a non-equilibrium geometry. The level of theory is the ωB97M-V functional and the def2-TZVPD basis.

Cartesian coordinates (Å):
C1 -2.9284 -0.7262 0.2335
C2 -1.7458 -0.8968 -0.0150
C3 -0.3317 -1.1193 -0.1997
C4 0.5242 -0.1096 0.1120
Cl1 2.2494 -0.3602 -0.0095
C5 0.0383 1.2618 0.4239
F1 -0.9020 1.6739 -0.5056
H1 -3.9466 -0.5494 0.0862
H2 0.1149 -2.0135 -0.6513
H3 0.8648 1.9599 0.5415
H4 -0.4941 1.2035 1.4074

**E_LUMO**: 0.2 eV
**Kohn-Sham gap**: 9.436 eV
**Highest occupied orbital energy**: -9.212 eV
**SMILES string**: C#C/C=C(/Cl)CF

This record from the Open Molecules 2025 dataset describes C26H36IrP as an isolated structure in a non-equilibrium geometry. The level of theory is the ωB97M-V functional and the def2-TZVPD basis.

Cartesian coordinates (Å):
C1 0.2312 -2.9476 1.1325
H1 0.1400 -3.2917 2.1702
H2 0.0177 -3.8335 0.5267
H3 -0.4490 -2.1986 0.8938
C2 1.6129 -2.3812 0.8246
H4 1.6018 -1.8203 -0.1189
H5 1.8955 -1.6154 1.5540
C3 2.4798 -3.6149 0.8288
H6 3.5599 -3.3860 0.8504
H7 2.1438 -4.1564 1.7201
H8 2.1831 -4.2102 -0.0489
C4 -0.2778 0.8908 -2.5636
C5 0.9554 0.1103 -2.4213
C6 0.6296 -1.2878 -2.5979
C7 -0.7780 -1.4156 -2.6576
C8 -1.3769 -0.0929 -2.6067
C9 -2.8316 0.1936 -2.5830
C10 -1.5303 -2.7018 -2.7849
C11 1.6002 -2.4204 -2.7016
C12 2.3151 0.6658 -2.1921
C13 -0.4193 2.3366 -2.2943
Ir1 -0.4337 0.0234 -0.6870
H9 -2.5047 -2.6378 -2.2926
H10 -1.7039 -2.9627 -3.8391
H11 -0.9707 -3.5336 -2.3359
H12 -3.3895 -0.7130 -2.3268
H13 -3.0467 0.9517 -1.8253
H14 -3.1731 0.5582 -3.5548
H15 0.3731 2.6856 -1.6172
H16 -0.3709 2.8934 -3.2304
H17 -1.3680 2.5424 -1.7833
H18 3.0313 -0.1362 -1.9748
H19 2.6659 1.2178 -3.0711
H20 2.2991 1.3508 -1.3378
H21 1.2401 -3.3035 -2.1555
H22 1.7466 -2.7336 -3.7465
H23 2.5825 -2.1517 -2.3023
C14 -2.0474 -0.3363 2.4348
P1 -0.8553 0.4217 1.3940
C15 -1.5649 2.0918 1.1051
C16 -0.8395 3.2590 1.2936
C17 -1.3519 4.4929 0.8604
C18 -2.5973 4.5329 0.2200
C19 -3.3320 3.3661 0.0289
C20 -2.8364 2.1556 0.5159
C21 0.6746 0.5232 2.3497
C22 0.8234 -0.1925 3.5453
C23 2.0330 -0.1658 4.2386
C24 3.0999 0.5797 3.7527
C25 2.9907 1.2356 2.5278
C26 1.7727 1.2185 1.8400
H24 -3.0368 -0.3098 1.9942
H25 -2.1101 0.1817 3.3910
H26 -1.8159 -1.3706 2.6345
H27 0.1334 3.2253 1.7748
H28 -0.7851 5.4073 1.0157
H29 -2.9937 5.4891 -0.1293
H30 -4.2998 3.3935 -0.4925
H31 -3.4332 1.2507 0.4134
H32 0.0032 -0.7808 3.9472
H33 2.1416 -0.7331 5.1655
H34 4.0206 0.6736 4.3380
H35 3.8352 1.7787 2.1046
H36 1.6905 1.7382 0.8859

**E_LUMO (spin up / spin down)**: -5.3 / -9.5 eV
**2S+1**: 5
**Kohn-Sham gap (spin up / spin down)**: 9.075 / 5.869 eV
**Highest occupied orbital energy (spin up / spin down)**: -14.325 / -15.325 eV
**Net charge**: +2

This record from the Open Molecules 2025 dataset describes one molecule with the formula CHIN2 in a non-equilibrium geometry. The level of theory is the ωB97M-V functional and the def2-TZVPD basis.

Cartesian coordinates (Å):
I1 0.0048 0.5610 1.9602
C1 0.2612 0.0251 -0.0125
N1 -0.7084 -0.8452 -0.5781
N2 -0.7658 0.4180 -0.9009
H1 1.2082 -0.1590 -0.4687

**E_LUMO**: -0.5 eV
**Kohn-Sham gap**: 9.441 eV
**Highest occupied orbital energy**: -9.904 eV
**SMILES string**: IC1N=N1

This record from the Open Molecules 2025 dataset describes a 2-piece molecular cluster, C2H7NO3 overall in a non-equilibrium geometry. The level of theory is the ωB97M-V functional and the def2-TZVPD basis.

Cartesian coordinates (Å):
O1 -1.1111 -0.2122 -3.4078
C1 -1.5295 -0.9118 -2.5187
O2 -1.6044 -0.5509 -1.2439
H1 -1.8316 -1.9187 -2.8225
H2 -0.8881 0.0946 -1.1208
N1 1.2869 0.3205 2.3579
C2 0.6749 -0.0779 1.1345
O3 0.2786 0.9920 0.2169
H3 2.2041 0.7380 2.3001
H4 0.6943 1.0553 2.7387
H5 -0.2835 -0.5387 1.3472
H6 1.3203 -0.7567 0.5745
H7 0.7890 1.7664 0.4440

**E_LUMO**: 0.6 eV
**Kohn-Sham gap**: 11.012 eV
**Highest occupied orbital energy**: -10.392 eV
**SMILES string**: O=CO.NCO

Calculated DFT total energy in order - -270.0537 -1111.9978 -752.8776 -1457.3064 -445.8106 -360.8697 hartree
Calculated ΔE to the lowest compared entry with this formula, charge and spin in order - 478.8 34.0 180.0 0.0 125.9 115.3 kJ/mol